(w)
C4H7ClFN in the gas phase. Source: OMol25; level of theory: the ωB97M-V functional and the def2-TZVPD basis.

Each line ends with the Löwdin charge.
Cartesian coordinates (Å):
H (1.55721, 0.16112, 0.81015)  0.076
H (-0.81209, 1.78465, 0.72202)  0.153
Cl (-0.83361, -1.09236, -2.34798)  0.560
F (-2.20290, -0.48728, 0.96170)  -0.057
H (1.37740, -0.65614, -2.14111)  0.065
N (1.14423, 1.01408, 0.51921)  0.081
H (-0.37019, -1.26395, 1.17014)  0.104
H (0.83036, -1.39751, -0.62981)  0.074
C (0.60586, -0.63767, -1.38365)  -0.537
C (-0.87397, -0.33420, 1.35255)  -0.155
H (-0.90475, -0.13016, 2.44515)  0.133
C (0.40770, 0.68603, -0.70485)  -0.347
C (-0.27910, 0.82698, 0.58569)  -0.279
H (0.35386, 1.52642, -1.35920)  0.128

Values from the calculation:
- LUMO level: 0.938 eV
- Highest occupied orbital energy: -10.07 eV
- Structure (SMILES): FC[C@H]1N[C@H]1CCl

***

(x)
C4H7ClFN in the gas phase. Source: OMol25; level of theory: the ωB97M-V functional and the def2-TZVPD basis.

Each line ends with the Löwdin charge.
Cartesian coordinates (Å):
H (1.93864, -1.38145, 0.82169)  0.080
H (2.18060, -2.28510, -0.83761)  0.096
C (2.06441, -1.35172, -0.23312)  -0.143
C (0.44713, 0.27940, -0.43293)  -0.677
H (-1.33622, 1.61746, 1.35003)  0.112
H (-2.85316, 0.85984, 0.80317)  0.080
C (-1.77235, 0.60048, 0.90620)  -0.047
Cl (1.39529, 1.64758, 0.13943)  0.640
F (-1.63652, -0.36587, -1.30656)  -0.013
H (-1.30261, 1.55875, -1.11744)  0.130
C (-1.18391, 0.63917, -0.52902)  -0.372
H (-1.64056, -0.29407, 1.47661)  0.066
N (0.79383, -0.87819, -0.55081)  -0.036
H (2.90540, -0.64627, -0.48965)  0.083

Values from the calculation:
- LUMO level: 0.801 eV
- Highest occupied orbital energy: -9.90 eV
- Structure (SMILES): C/N=C(\Cl)[C@H](C)F

***

Quick one: most stable of them? (w)

***

(w)
An isolated ion of composition C3H10NS and charge +1. Source: OMol25; level of theory: the ωB97M-V functional and the def2-TZVPD basis.

Each line ends with the Löwdin charge.
Cartesian coordinates (Å):
H (0.04745, -1.45307, 2.11578)  0.186
N (0.09928, -1.15087, 1.11850)  0.144
H (1.10690, -1.14378, 0.75272)  0.091
H (-0.10738, -1.85531, 0.33391)  0.186
H (-2.18777, -0.97798, 0.19537)  0.101
C (-0.61663, 0.22576, 0.73243)  -0.418
H (-0.22205, 1.95621, -0.40956)  0.122
H (-0.96020, 0.56860, -1.29005)  0.076
C (-0.21624, 0.85519, -0.56143)  -0.477
H (-2.29929, -0.34397, 1.85646)  0.098
H (-2.72481, 0.68514, 0.59260)  0.100
H (1.98938, 1.32569, -1.49814)  -0.083
C (-2.05141, -0.10623, 0.82642)  -0.048
H (-0.23432, 0.94736, 1.45213)  0.149
S (1.38767, 0.15618, -1.11970)  0.773

Values from the calculation:
- Total charge: +1
- LUMO level: -3.691 eV
- Highest occupied orbital energy: -13.77 eV
- Structure (SMILES): C[C@@H]([NH3+])CS

***

(x)
An isolated ion of composition C3H10NS and charge +1. Source: OMol25; level of theory: the ωB97M-V functional and the def2-TZVPD basis.

Each line ends with the Löwdin charge.
Cartesian coordinates (Å):
H (1.49904, -1.12215, -2.04325)  0.107
H (0.16239, 1.59082, 0.07337)  0.145
H (0.73994, 0.32463, -1.91600)  0.076
C (-1.57690, 0.08388, 0.58447)  -0.110
H (1.68730, -0.33267, -0.00267)  0.163
H (0.46890, -1.42571, 0.23835)  0.151
C (-0.20242, 0.59397, 0.53559)  -0.636
N (0.69114, -0.53778, -0.15093)  -0.041
H (-0.25387, -1.18378, -1.89854)  0.144
H (-2.00923, -0.19939, -0.27939)  0.037
S (0.51919, 0.77606, 2.21654)  0.795
H (1.30731, 1.91627, 2.02879)  -0.074
H (-1.55461, -0.87107, 1.20699)  0.125
H (-2.16159, 1.02012, 0.97705)  0.152
C (0.68343, -0.63321, -1.57038)  -0.032

Values from the calculation:
- Total charge: +1
- LUMO level: -3.440 eV
- Highest occupied orbital energy: -14.17 eV
- Structure (SMILES): C[NH2+][C@@H](C)S

***

Quick one: most stable of them? (w)